Density functional theory data (ωB97M-V/def2-TZVPD) for a cluster of 2 separate species, H4OS2 in total.

Molar mass in g mol⁻¹: 84.2
Maximum force in eV Å⁻¹: 1.83
<S²>: 0.754
Electronic energy in a.u.: -874.0105
HOMO (alpha / beta) in eV: -1.069 / -3.760
Kohn-Sham gap (alpha / beta) in eV: 4.63 / 7.15
ΔE to the lowest compared entry with this formula, charge and spin in kcal/mol: 0.0

```
! RIJCOSX wB97M-V def2-TZVPD def2/J DEFGRID3
* xyz -1 2
S -0.136 -1.415 0.471
S -2.342 -1.936 1.185
H 0.115 -1.500 1.777
H -2.425 -0.601 1.284
H 1.795 2.167 -2.244
H 1.449 1.168 -1.159
O 1.543 2.117 -1.315
*
```

***

Density functional theory data (ωB97M-V/def2-TZVPD) for a cluster of 2 separate species, H4OS2 in total.

Molar mass in g mol⁻¹: 84.2
Maximum force in eV Å⁻¹: 1.26
Electronic energy in a.u.: -873.9950
HOMO in eV: -9.701
Kohn-Sham gap in eV: 9.95
ΔE to the lowest compared entry with this formula, charge and spin in kcal/mol: 3.7

```
! RIJCOSX wB97M-V def2-TZVPD def2/J DEFGRID3
* xyz 0 1
S 0.846 0.449 -1.454
S 0.449 2.339 -2.147
H 0.052 0.423 -0.362
H -0.660 2.079 -2.871
O 0.125 -1.931 2.361
H -0.447 -1.405 2.964
H -0.366 -1.953 1.509
*
```

***

Density functional theory data (ωB97M-V/def2-TZVPD) for a cluster of 2 separate species, H4OS2 in total.

Molar mass in g mol⁻¹: 84.2
Maximum force in eV Å⁻¹: 0.61
Electronic energy in a.u.: -873.9919
HOMO in eV: -9.092
Kohn-Sham gap in eV: 9.31
ΔE to the lowest compared entry with this formula, charge and spin in kcal/mol: 5.7

```
! RIJCOSX wB97M-V def2-TZVPD def2/J DEFGRID3
* xyz 0 1
S 1.977 0.095 -0.388
S 1.662 2.146 -0.047
H 0.921 -0.277 0.346
H 1.793 2.047 1.281
O -2.067 -1.088 -0.706
H -2.792 -1.126 -0.075
H -1.493 -1.798 -0.410
*
```

***

Density functional theory data (ωB97M-V/def2-TZVPD) for a cluster of 2 separate species, H4S2 in total.

Molar mass in g mol⁻¹: 68.2
Maximum force in eV Å⁻¹: 0.27
Electronic energy in a.u.: -798.7475
HOMO in eV: -9.788
Kohn-Sham gap in eV: 10.76
ΔE to the lowest compared entry with this formula, charge and spin in kcal/mol: 1.2

```
! RIJCOSX wB97M-V def2-TZVPD def2/J DEFGRID3
* xyz 0 1
S -2.332 3.411 -1.398
H -3.115 3.369 -2.491
H -1.265 3.813 -2.114
S 2.215 -3.829 2.547
H 2.847 -4.062 1.381
H 1.650 -2.702 2.075
*
```